Record 1
{"formula": "C18H36O6", "method": "ωB97M-V/def2-TZVPD", "lumo_energy_ha": 0.015, "charge": 0, "relative_energy_kj_mol": 893.4, "largest_force_ev_per_a": 11.84, "smiles": "CC(C)=O.CC(C)=O.CC(C)=O.CC(C)=O.CC(C)=O.CC(C)=O", "orbital_gap_ev": 9.722, "elements": ["O", "O", "O", "O", "O", "O", "C", "C", "C", "C", "C", "C", "C", "C", "C", "C", "C", "C", "C", "C", "C", "C", "C", "C", "H", "H", "H", "H", "H", "H", "H", "H", "H", "H", "H", "H", "H", "H", "H", "H", "H", "H", "H", "H", "H", "H", "H", "H", "H", "H", "H", "H", "H", "H", "H", "H", "H", "H", "H", "H"], "xyz": [[1.000, -1.825, 2.959], [1.296, 4.460, -1.913], [0.334, 3.825, 3.440], [-1.319, -5.298, -3.674], [3.451, -0.610, -0.216], [-2.484, -1.040, -0.770], [2.191, 3.009, 4.559], [2.426, -0.151, 0.037], [1.494, 3.766, 3.471], [-1.231, -4.963, -2.500], [1.048, -3.018, 2.687], [-0.217, -3.829, 2.832], [1.146, -0.910, -0.372], [-2.956, 0.701, -2.598], [-3.177, -0.606, -1.806], [-2.468, -5.173, -1.684], [0.069, -4.408, -1.991], [-4.169, -1.569, -2.455], [2.299, -3.593, 2.051], [2.318, 1.227, 0.611], [-0.609, 4.541, -0.350], [0.122, 4.729, -1.855], [-0.600, 5.445, -3.011], [2.415, 4.511, 2.502], [-0.983, 3.597, -0.691], [-3.648, -1.857, -3.554], [-2.186, -5.582, -0.633], [-2.575, 0.358, -3.423], [0.269, -4.542, -0.821], [1.837, 1.295, 1.433], [1.960, 4.895, 1.708], [0.093, 4.296, 0.297], [-3.606, 1.355, -2.922], [-1.551, 4.975, -3.474], [1.597, 2.951, 5.594], [2.029, 2.085, -0.094], [-0.658, 6.606, -2.754], [2.919, 5.342, 3.018], [0.344, 5.458, -3.603], [-4.415, -2.342, -1.934], [2.062, -3.837, 0.912], [3.111, 1.791, 0.750], [-0.109, -3.411, -1.919], [-0.499, -3.858, 3.829], [-3.325, -5.715, -2.279], [0.068, -4.767, 2.576], [0.664, -1.304, 0.451], [0.771, -4.785, -2.422], [3.105, 3.765, 2.072], [2.536, -4.470, 2.731], [0.412, -0.333, -0.802], [2.328, 1.958, 4.135], [3.103, 3.385, 4.762], [-1.135, 5.516, -0.134], [-2.984, -4.185, -1.210], [1.372, -1.753, -1.053], [-2.341, 1.250, -1.829], [-5.239, -0.953, -2.628], [3.134, -2.876, 2.014], [-0.837, -3.539, 1.965]], "lowdin_charge": [0.0352, 0.0397, 0.1087, 0.0478, 0.1230, -0.0292, -0.0248, -0.4785, -0.5499, -0.4896, -0.5022, -0.0025, 0.0104, 0.0020, -0.3716, -0.0504, 0.0221, -0.0346, -0.0251, 0.0125, 0.0288, -0.4507, -0.0430, 0.0036, 0.0534, 0.1638, 0.0953, 0.0257, 0.1321, 0.0078, 0.0104, -0.0274, 0.0272, 0.1017, 0.1381, 0.1309, 0.1210, 0.1016, 0.0703, -0.0369, 0.1170, 0.0184, 0.0418, 0.0711, 0.1173, 0.0278, 0.0345, -0.0194, 0.0866, 0.0999, 0.0400, 0.1113, 0.0175, 0.1012, 0.1061, 0.0859, 0.1093, 0.1504, 0.0781, 0.1084]}

Record 2
{"formula": "C18H37BClNO15PS2", "method": "ωB97M-V/def2-TZVPD", "lumo_energy_ha": -0.180, "charge": 1, "largest_force_ev_per_a": 9.76, "orbital_gap_ev": 8.029, "elements": ["Cl", "S", "S", "P", "O", "O", "O", "O", "O", "O", "O", "O", "O", "O", "O", "O", "O", "O", "O", "N", "C", "C", "C", "C", "C", "C", "C", "C", "C", "C", "C", "C", "C", "C", "C", "C", "C", "C", "B", "H", "H", "H", "H", "H", "H", "H", "H", "H", "H", "H", "H", "H", "H", "H", "H", "H", "H", "H", "H", "H", "H", "H", "H", "H", "H", "H", "H", "H", "H", "H", "H", "H", "H", "H", "H", "H"], "xyz": [[-1.523, -1.550, -5.498], [3.147, -3.218, 0.724], [0.182, 1.062, 4.854], [-3.044, 1.402, 1.715], [-4.254, -1.308, -3.719], [3.167, -4.532, -0.238], [0.436, 2.344, 5.476], [4.495, -2.704, 0.839], [0.784, -1.369, -4.029], [-2.803, 2.845, 2.660], [-2.067, 0.344, -0.618], [2.033, -2.374, 0.348], [-2.463, -0.068, 2.445], [0.934, -0.097, 5.717], [-1.273, 4.025, -0.193], [-4.634, 1.233, 1.537], [-5.991, -3.004, -3.205], [-0.908, 3.941, -3.209], [0.420, 0.832, 3.445], [0.151, 2.052, -0.840], [-1.188, -1.158, -2.416], [-4.181, -0.199, -2.756], [-0.997, 2.563, 0.001], [-1.483, 0.577, 5.233], [-2.377, 1.681, -0.094], [3.159, 0.739, 6.205], [3.173, -4.345, -1.646], [2.702, 2.548, -0.874], [-2.861, 0.799, -2.996], [-4.738, -2.510, -3.010], [2.737, -4.055, 2.235], [1.287, 3.060, -1.024], [4.554, -3.969, -2.148], [0.025, 2.112, -4.918], [-0.290, 1.423, -2.174], [2.321, -0.313, 5.503], [-1.582, 0.423, -2.037], [-0.573, -1.336, -3.922], [-0.411, 2.560, -3.361], [-0.996, 1.934, -5.511], [2.550, -0.352, 4.433], [-1.665, -0.416, 4.817], [3.460, 3.021, -0.095], [-2.631, 0.697, -4.163], [2.559, -1.296, 5.920], [-1.613, 0.574, 6.317], [4.579, -3.960, -3.242], [-3.291, 1.897, -2.808], [-5.143, 0.480, -2.958], [1.142, 4.189, -1.318], [-4.281, -0.570, -1.651], [2.870, 0.828, 7.257], [1.744, -4.497, 2.136], [-0.164, 4.591, -3.021], [2.877, -5.298, -2.096], [2.742, -3.320, 3.042], [-0.613, 4.492, 0.432], [3.020, 1.723, 5.747], [3.030, 1.625, -1.553], [2.427, -3.601, -1.944], [3.487, -4.825, 2.428], [-3.207, -0.418, 3.052], [5.307, -4.673, -1.780], [-2.056, -1.909, -2.168], [0.630, 0.730, -2.487], [-0.305, -1.427, -1.660], [0.628, 2.961, -5.468], [-0.634, 2.483, 1.135], [4.843, -2.974, -1.796], [-4.045, -3.083, -2.249], [0.583, 1.244, -0.297], [-3.235, 2.251, -0.647], [-2.160, 1.304, 4.779], [4.222, 0.488, 6.148], [-3.347, 3.556, 2.168], [0.617, 1.092, -4.909]], "lowdin_charge": [0.6437, 0.6172, 0.6226, 0.7943, -0.1674, -0.2607, -0.2753, -0.2835, -0.1023, -0.2070, -0.1299, -0.3167, -0.2072, -0.2578, -0.0437, -0.3793, -0.0196, 0.0356, -0.3165, -0.0323, -0.0273, -0.1595, -0.2174, -0.1235, -0.1976, -0.0706, -0.2752, 0.1057, -0.0652, -0.1284, -0.1139, -0.0751, -0.0720, -0.0283, -0.0598, -0.2799, -0.2965, -0.5499, -0.3534, 0.0997, 0.1111, 0.0644, 0.1146, 0.1228, 0.1258, 0.0858, 0.0840, 0.1438, 0.1609, 0.1499, 0.1412, 0.0907, 0.0775, 0.1191, 0.1277, 0.0686, 0.1454, 0.0716, 0.1134, 0.1063, 0.0813, 0.1227, 0.0897, 0.1277, 0.1713, 0.1523, 0.0959, 0.1748, 0.0695, 0.1617, 0.2083, 0.1680, 0.0556, 0.0848, 0.1201, 0.0659]}

Record 3
{"formula": "C18H37Cl", "method": "ωB97M-V/def2-TZVPD", "lumo_energy_ha": 0.035, "charge": 0, "relative_energy_kj_mol": 0.0, "largest_force_ev_per_a": 1.12, "smiles": "CCCCCCCCCCCCCCCCCCCl", "orbital_gap_ev": 11.522, "elements": ["Cl", "C", "C", "C", "C", "C", "C", "C", "C", "C", "C", "C", "C", "C", "C", "C", "C", "C", "C", "H", "H", "H", "H", "H", "H", "H", "H", "H", "H", "H", "H", "H", "H", "H", "H", "H", "H", "H", "H", "H", "H", "H", "H", "H", "H", "H", "H", "H", "H", "H", "H", "H", "H", "H", "H", "H"], "xyz": [[4.784, -1.336, -0.561], [1.815, -2.623, 2.228], [3.223, 0.628, -1.713], [-0.425, 3.588, 0.663], [-1.205, 2.565, 1.496], [-2.950, -0.721, -2.114], [-2.371, 1.874, 0.786], [4.551, 0.393, -0.985], [-3.234, 0.173, -0.903], [-2.292, -2.865, -0.802], [0.708, 3.083, -0.249], [-1.753, -2.575, 0.595], [1.849, 2.363, 0.500], [-2.034, 0.982, -0.414], [1.826, 0.833, 0.457], [0.302, -2.390, 2.113], [-1.913, -1.840, -1.887], [-0.233, -2.752, 0.718], [1.976, 0.218, -0.954], [-1.654, 1.601, -1.256], [-0.526, 1.814, 1.885], [-2.575, -0.109, -2.962], [4.581, 0.969, -0.049], [-1.795, -2.360, -2.871], [-4.051, 0.858, -1.154], [-3.409, -2.968, -0.747], [-1.202, 0.289, -0.123], [0.047, 4.328, 1.365], [-2.920, 1.238, 1.513], [-1.582, 3.094, 2.363], [-1.932, -3.857, -1.115], [2.831, 2.730, 0.095], [1.968, -0.886, -0.830], [-3.620, -0.431, -0.071], [3.211, 1.726, -1.970], [-0.921, -1.407, -1.700], [0.909, 0.465, 0.901], [2.052, -3.670, 2.045], [2.644, 0.458, 1.141], [1.105, 0.466, -1.563], [2.195, -2.319, 3.219], [-3.087, 2.645, 0.447], [0.273, -2.132, -0.038], [3.255, 0.118, -2.687], [0.306, 2.411, -1.032], [-2.254, -3.240, 1.311], [0.058, -1.329, 2.320], [-2.033, -1.561, 0.903], [-3.896, -1.185, -2.391], [5.375, 0.688, -1.608], [0.022, -3.812, 0.501], [-0.224, -2.976, 2.869], [-1.124, 4.140, 0.056], [1.866, 2.679, 1.557], [2.367, -2.042, 1.486], [1.117, 3.967, -0.780]], "lowdin_charge": [0.5485, -0.1089, -0.2803, -0.2075, -0.2085, -0.2104, -0.2079, -0.5744, -0.2248, -0.2093, -0.2020, -0.2251, -0.2087, -0.2241, -0.2131, -0.2651, -0.2098, -0.2203, -0.2367, 0.1171, 0.0932, 0.1151, 0.0671, 0.1153, 0.1133, 0.1213, 0.1016, 0.1198, 0.1174, 0.1028, 0.1065, 0.1072, 0.0850, 0.1039, 0.1242, 0.0864, 0.0713, 0.0703, 0.1189, 0.0955, 0.0761, 0.1168, 0.0863, 0.1109, 0.0873, 0.1145, 0.0992, 0.0913, 0.1032, 0.0599, 0.1251, 0.1038, 0.0996, 0.1137, 0.0357, 0.1120]}